No. 1
# C26H44AsN3PPdS

A molecular structure, C26H44AsN3PPdS (wB97M-V/def2-TZVPD, OMol25).

Geometry (Å):
Pd1 1.062 -0.256 0.578
C1 -2.923 -2.006 0.992
C2 -1.910 -2.950 0.351
C3 -2.586 -3.945 -0.580
P1 -0.569 -1.855 -0.378
C4 0.328 -2.890 -1.632
C5 1.122 -3.951 -0.876
C6 1.258 -1.950 -2.393
C7 -1.481 -0.672 -1.422
C8 -2.291 -1.028 -2.483
C9 -2.946 -0.073 -3.256
C10 -3.838 -0.460 -4.386
C11 -2.744 1.279 -2.957
C12 -1.933 1.667 -1.927
C13 -1.277 0.705 -1.117
N1 -0.440 1.060 -0.146
C14 -0.252 2.386 0.196
C15 -1.220 3.096 0.930
C16 -2.443 2.394 1.445
C17 -1.004 4.439 1.189
C18 0.125 5.105 0.724
C19 0.301 6.570 0.960
C20 1.094 4.375 0.041
C21 0.930 3.030 -0.219
C22 1.970 2.227 -0.941
H1 -3.595 -2.541 1.658
H2 -3.521 -1.523 0.221
H3 -2.409 -1.225 1.554
H4 -1.399 -3.520 1.138
H5 -3.168 -3.441 -1.344
H6 -3.273 -4.558 0.000
H7 -1.866 -4.607 -1.053
H8 -0.386 -3.347 -2.324
H9 1.737 -3.462 -0.116
H10 1.776 -4.495 -1.554
H11 0.474 -4.667 -0.377
H12 1.870 -1.377 -1.678
H13 0.685 -1.251 -3.002
H14 1.929 -2.511 -3.042
H15 -2.402 -2.068 -2.750
H16 -3.802 -1.530 -4.571
H17 -3.554 0.068 -5.296
H18 -4.867 -0.180 -4.160
H19 -3.224 2.029 -3.565
H20 -1.748 2.713 -1.727
H21 -2.208 1.363 1.708
H22 -3.230 2.376 0.689
H23 -2.829 2.908 2.323
H24 -1.737 4.982 1.769
H25 -0.663 7.065 1.039
H26 0.871 7.021 0.153
H27 0.843 6.735 1.890
H28 1.991 4.869 -0.305
H29 2.747 2.867 -1.351
H30 1.531 1.631 -1.751
H31 2.430 1.539 -0.206
C23 4.735 0.154 -0.032
As1 3.421 -0.894 0.978
C24 4.079 -0.531 2.778
C25 4.228 -2.667 0.717
H32 5.724 -0.290 0.091
H33 4.758 1.174 0.354
H34 4.493 0.187 -1.097
H35 5.168 -0.553 2.776
H36 3.715 -1.280 3.484
H37 3.740 0.450 3.112
H38 5.281 -2.604 0.998
H39 4.155 -2.967 -0.328
H40 3.748 -3.428 1.335
N2 -1.440 -0.088 4.137
C26 -0.335 -0.286 3.406
N3 -0.023 -1.536 3.025
S1 0.661 0.993 2.985
H41 -1.982 -0.857 4.492
H42 -1.630 0.836 4.482
H43 -0.580 -2.336 3.280
H44 0.754 -1.634 2.366

Total charge: +1
Largest force on an atom (eV/A): 2.61

Löwdin atomic charge list, values in e, 5 entries: atom 1 (Pd): 0.38, atom 2 (C): -0.12, atom 3 (C): -0.52, atom 4 (C): -0.09, atom 5 (P): 1.09



No. 2
# C26H44BCoN7O3S4Se2

A molecular structure, C26H44BCoN7O3S4Se2 (wB97M-V/def2-TZVPD, OMol25).

Geometry (Å):
Co1 -0.642 -0.328 -0.324
C1 3.544 -2.624 -2.304
C2 3.465 -1.234 -2.935
C3 4.736 -0.928 -3.735
C4 2.287 -1.183 -3.903
N1 3.391 -0.238 -1.817
C5 4.491 -0.068 -0.991
C6 4.161 0.842 -0.061
N2 2.864 1.235 -0.294
B1 2.202 2.245 0.676
N3 1.753 1.592 2.003
C7 1.701 2.363 3.139
C8 1.208 1.605 4.131
N4 0.956 0.346 3.608
C9 1.270 0.361 2.282
S1 1.101 -0.925 1.144
C10 0.371 -0.704 4.504
C11 1.272 -0.800 5.741
C12 -1.037 -0.245 4.885
C13 0.284 -2.092 3.883
N5 1.091 3.082 0.003
C14 1.445 4.113 -0.835
C15 0.326 4.588 -1.402
N6 -0.738 3.847 -0.909
C16 -0.249 2.909 -0.053
S2 -1.109 1.721 0.839
C17 -2.114 4.115 -1.433
C18 -3.206 3.262 -0.801
C19 -2.079 3.834 -2.937
C20 -2.433 5.587 -1.157
C21 2.380 0.550 -1.354
S3 0.775 0.684 -1.955
H1 3.616 -3.375 -3.093
H2 2.647 -2.825 -1.718
H3 4.418 -2.721 -1.656
H4 4.793 -1.618 -4.577
H5 5.648 -1.048 -3.151
H6 4.705 0.090 -4.126
H7 2.525 -1.875 -4.715
H8 2.150 -0.187 -4.322
H9 1.356 -1.498 -3.440
H10 5.407 -0.608 -1.131
H11 4.733 1.248 0.754
H12 3.076 3.032 0.975
H13 2.018 3.391 3.136
H14 1.015 1.852 5.157
H15 1.298 0.123 6.320
H16 2.291 -1.058 5.450
H17 0.890 -1.587 6.392
H18 -1.025 0.724 5.388
H19 -1.485 -0.976 5.560
H20 -1.654 -0.176 3.988
H21 1.254 -2.452 3.544
H22 -0.408 -2.114 3.046
H23 -0.085 -2.760 4.666
H24 2.472 4.411 -0.956
H25 0.194 5.383 -2.111
H26 -3.048 2.201 -0.969
H27 -4.145 3.563 -1.273
H28 -3.283 3.429 0.272
H29 -1.758 2.808 -3.115
H30 -1.402 4.509 -3.464
H31 -3.080 3.960 -3.353
H32 -2.422 5.782 -0.084
H33 -3.430 5.810 -1.538
H34 -1.731 6.267 -1.640
O1 -5.067 -2.917 0.480
C22 -4.161 -2.972 -0.615
C23 -2.807 -3.608 -0.267
C24 -3.022 -5.114 -0.096
O2 -1.855 -5.807 0.343
C25 -2.264 -3.053 1.051
Se1 -2.312 -1.106 1.197
C26 -1.877 -3.370 -1.486
Se2 -0.162 -2.480 -1.202
H35 -4.774 -2.161 1.009
H36 -3.980 -1.970 -1.007
H37 -4.644 -3.557 -1.403
H38 -3.369 -5.532 -1.051
H39 -3.794 -5.296 0.655
H40 -1.092 -5.384 -0.070
H41 -1.238 -3.380 1.210
H42 -2.873 -3.427 1.877
H43 -2.401 -2.821 -2.267
H44 -1.581 -4.327 -1.927
O3 -3.020 -1.040 -3.761
S4 -2.761 0.104 -2.871
N7 -1.965 -0.001 -1.653

Energy relative to the best compared isomer or geometry (same formula, charge and spin) (kcal per mole): 3.2
Total charge: -1
Largest force on an atom (eV/A): 0.55

Löwdin atomic charge list, values in e, 5 entries: atom 1 (Co): -0.60, atom 2 (C): -0.03, atom 3 (C): -0.54, atom 4 (C): -0.05, atom 5 (C): -0.09



No. 3
# C26H44F6O14P

9 unconnected molecules or ions with the total composition C26H44F6O14P (wB97M-V/def2-TZVPD, OMol25).

Geometry (Å):
P1 0.044 -0.074 0.401
F1 1.038 -0.359 1.646
F2 -1.237 0.305 1.315
F3 0.652 1.459 0.454
F4 -0.842 0.335 -0.913
F5 1.246 -0.511 -0.517
F6 -0.471 -1.655 0.338
O1 -4.040 -2.023 -4.251
C1 -3.256 -1.951 -3.296
O2 -3.603 -1.446 -2.112
C2 -2.477 -1.449 -1.213
C3 -1.261 -1.857 -2.069
C4 -1.927 -2.637 -3.167
H1 -2.590 -2.082 -0.333
H2 -2.338 -0.440 -0.825
H3 -0.518 -2.484 -1.576
H4 -0.681 -0.967 -2.312
H5 -2.084 -3.707 -3.032
H6 -1.390 -2.566 -4.113
O3 0.238 2.600 -4.116
C5 1.036 2.330 -3.198
O4 1.787 3.203 -2.507
C6 2.733 2.512 -1.668
C7 2.223 1.127 -1.558
C8 1.280 0.909 -2.670
H7 2.910 2.951 -0.686
H8 3.687 2.550 -2.194
H9 1.826 0.910 -0.566
H10 3.097 0.484 -1.662
H11 0.368 0.412 -2.338
H12 1.816 0.288 -3.388
O5 -4.784 0.779 0.837
C9 -3.844 0.058 1.222
O6 -3.559 -1.142 0.660
C10 -2.554 -1.866 1.382
C11 -2.475 -1.158 2.690
C12 -3.015 0.228 2.501
H13 -1.574 -1.777 0.914
H14 -2.735 -2.939 1.454
H15 -1.450 -1.027 3.037
H16 -3.126 -1.687 3.385
H17 -2.226 0.952 2.298
H18 -3.614 0.647 3.311
O7 0.223 -1.770 -5.553
C13 0.905 -1.628 -4.551
O8 0.405 -1.767 -3.284
C14 1.434 -1.680 -2.350
C15 2.772 -1.534 -3.069
C16 2.395 -1.356 -4.488
H19 1.306 -2.475 -1.615
H20 1.299 -0.793 -1.731
H21 3.367 -2.431 -2.901
H22 3.341 -0.667 -2.732
H23 2.916 -2.107 -5.082
H24 2.530 -0.366 -4.924
O9 -3.799 1.484 -2.627
C17 -2.902 1.857 -1.835
O10 -1.861 2.561 -2.288
C18 -1.015 2.904 -1.185
C19 -1.878 2.728 0.055
C20 -2.793 1.594 -0.376
H25 -0.762 3.941 -1.406
H26 -0.085 2.334 -1.181
H27 -2.548 3.574 0.207
H28 -1.326 2.387 0.932
H29 -3.749 1.613 0.148
H30 -2.285 0.644 -0.210
O11 -0.132 2.276 6.553
C21 0.186 1.644 5.564
O12 0.983 2.141 4.614
C22 1.186 1.288 3.454
C23 0.024 0.273 3.645
C24 -0.074 0.164 5.130
H31 2.148 0.776 3.457
H32 1.101 1.805 2.498
H33 0.196 -0.736 3.269
H34 -0.905 0.651 3.218
H35 0.730 -0.439 5.552
H36 -1.070 -0.185 5.403
C25 2.384 -1.358 3.099
O13 2.967 -0.773 4.244
H37 1.667 -0.653 2.678
H38 3.081 -1.521 2.277
H39 1.819 -2.275 3.267
H40 3.381 -1.407 4.834
C26 3.664 0.500 1.479
O14 2.990 -0.438 0.535
H41 3.653 1.531 1.126
H42 3.070 0.394 2.387
H43 4.661 0.183 1.785
H44 2.093 -0.119 0.416

Total charge: -1
Largest force on an atom (eV/A): 7.57

Löwdin atomic charge list, values in e, 5 entries: atom 1 (P): 0.49, atom 2 (F): -0.21, atom 3 (F): -0.21, atom 4 (F): -0.12, atom 5 (F): -0.19



no.,gap between HOMO and LUMO (eV)
1,4.991
2,6.306
3,8.697